# C5H15N2

A gas-phase ion, C5H15N2 (charge +1) (the ωB97M-V functional and the def2-TZVPD basis, the OMol25 dataset).

- Spin multiplicity: 1
- DFT total energy: -8401.3900 eV
- ΔE to the lowest compared entry with this formula, charge and spin: 1.287 eV
- Gap between HOMO and LUMO: 0.429 Eh
- Net charge: +1
- Maximum force: 2.29 eV/Å
- SMILES string: C[C@H](N)C[NH+](C)C

Positions of all 22 atoms, in Å:
N  -1.74522  -0.25577  -0.10535
C  -0.90256  0.14678  1.05775
C  -1.28156  -0.70949  2.23701
C  0.53376  -0.03927  0.53826
N  0.66264  0.26101  -0.92404
C  1.28140  -0.84007  -1.65781
C  1.10532  1.67337  -1.14648
H  -0.38700  0.22628  -1.10104
H  -2.58762  0.29704  -0.00449
H  -1.88308  -1.25517  -0.22856
H  -1.01074  1.21163  1.25462
H  -0.84894  -0.57324  3.22895
H  -0.80232  -1.70110  2.16857
H  -2.35726  -0.75240  2.39562
H  0.92853  -1.01937  0.79664
H  1.24012  0.59987  1.05846
H  2.24484  -1.09640  -1.23625
H  1.52370  -0.64426  -2.71457
H  0.51098  -1.55542  -1.89980
H  2.16362  1.70082  -0.87982
H  1.08594  1.91723  -2.21339
H  0.52544  2.40794  -0.62427

Forces on the atoms, in the same order (eV/Å):
N 0.3 1.7 0.2
C 0.2 -0.9 -1.1
C 1.1 -1.2 1.4
C 1.4 0.0 1.5
N -2.0 0.9 0.8
C 0.7 0.4 -2.1
C 1.6 -0.8 -1.3
H 0.1 -0.1 -0.5
H -0.4 -0.7 -0.6
H -0.3 0.3 0.5
H -0.6 0.0 -0.1
H 0.1 1.5 0.0
H -0.9 -0.2 -0.9
H 0.1 -0.2 -0.3
H -0.3 -0.4 -0.6
H 0.0 0.4 0.1
H -0.3 -0.7 0.5
H 0.0 1.2 0.3
H 0.1 -1.0 1.2
H -0.1 0.3 0.3
H -0.3 -0.3 0.1
H -0.4 0.0 0.6

Table of Mulliken atomic charges, one value per atom, all in e: -0.65, 0.54, -1.46, -1.25, 0.16, -0.94, -0.94, 0.49, 0.26, 0.23, 0.38, 0.40, 0.36, 0.34, 0.46, 0.42, 0.38, 0.37, 0.34, 0.43, 0.36, 0.33